A single C4H6O2 molecule, computed with the ωB97M-V functional and the def2-TZVPD basis.

Structure (XYZ):
```
12
Properties=species:S:1:pos:R:3:forces:R:3
O -2.417 -0.041 -0.750 0.40 -0.34 -0.13
C -1.492 -0.751 -1.063 -0.25 0.21 0.09
C -0.061 -0.548 -0.628 0.00 0.03 0.04
C 0.146 0.632 0.296 -0.24 -0.06 -0.03
C 1.166 0.628 1.346 0.02 -0.13 0.30
O 1.378 1.323 0.129 0.16 0.16 -0.14
H -1.651 -1.626 -1.729 -0.02 0.11 0.08
H 0.535 -0.393 -1.538 -0.07 -0.05 0.06
H 0.297 -1.494 -0.198 -0.05 0.14 -0.05
H -0.725 1.276 0.418 0.17 -0.10 -0.03
H 1.045 1.257 2.227 -0.01 -0.10 -0.13
H 1.780 -0.263 1.490 -0.10 0.14 -0.05
```
Forces are in eV/Å.

ΔE to the lowest compared entry with this formula, charge and spin   46.23 kcal/mol
2S+1   1
Max |F|   0.538 eV/A
Structure (SMILES)   O=CC[C@H]1CO1
Lowest unoccupied orbital energy   1.0 eV
HOMO-LUMO gap   11.00 eV
Total charge   0